Model a:
Computed, not measured: 2 unconnected molecules or ions with the total composition C5H14, with ωB97M-V/def2-TZVPD.

```
19
C5H14 ωB97M-V/def2-TZVPD
C -0.218 -0.033 2.238
C 0.471 -0.913 1.198
C 1.874 -0.637 0.684
H -0.372 -0.770 3.055
H 0.347 0.749 2.743
H -1.251 0.293 2.095
H -0.231 -0.973 0.354
H 0.420 -1.965 1.512
H 1.811 0.282 0.075
H 2.137 -1.477 0.061
H 2.673 -0.399 1.376
C -1.569 0.620 -2.330
C -0.290 0.870 -1.534
H -1.600 0.916 -3.383
H -1.754 -0.455 -2.435
H -2.436 1.066 -1.856
H 0.560 1.380 -2.002
H -0.607 1.525 -0.699
H 0.036 -0.080 -1.152
```

Computed properties:
E_HOMO in eV: -10.6
SMILES: CCC.CC



Model b:
Computed, not measured: 2 unconnected molecules or ions with the total composition C5H14, with ωB97M-V/def2-TZVPD.

```
19
C5H14 ωB97M-V/def2-TZVPD
C -1.186 -2.348 1.058
C -2.149 -1.212 0.736
C -1.803 -0.268 -0.502
H -0.487 -2.057 1.770
H -0.663 -2.590 0.146
H -1.707 -3.273 1.334
H -3.112 -1.601 0.605
H -2.418 -0.473 1.597
H -1.980 0.705 -0.351
H -0.716 -0.188 -0.720
H -2.384 -0.678 -1.364
C 2.079 1.202 -0.895
C 2.619 2.309 -0.114
H 0.985 1.124 -0.961
H 2.624 1.058 -1.855
H 2.129 0.155 -0.473
H 3.645 2.353 0.076
H 1.925 2.668 0.677
H 2.600 3.117 -0.765
```

Computed properties:
E_HOMO in eV: -10.9
SMILES: CCC.CC



Verdict on stability: model a comes out on top.



Model a:
Computed, not measured: 2 unconnected molecules or ions with the total composition C5H14, with ωB97M-V/def2-TZVPD.

```
19
C5H14 ωB97M-V/def2-TZVPD
C -2.070 1.344 0.590
C -0.917 2.288 0.248
C 0.382 1.564 0.005
H -2.056 0.533 -0.142
H -3.011 1.885 0.580
H -2.033 0.897 1.586
H -1.248 2.784 -0.675
H -0.885 3.145 0.929
H 0.379 0.900 -0.859
H 1.221 2.243 -0.167
H 0.643 0.936 0.861
C 1.138 -1.889 0.278
C 1.277 -2.657 -1.027
H 0.689 -2.573 0.993
H 2.079 -1.453 0.616
H 0.457 -1.044 0.263
H 1.387 -3.725 -0.801
H 0.392 -2.649 -1.653
H 2.175 -2.528 -1.625
```

Computed properties:
E_HOMO in eV: -11.2
SMILES: CCC.CC



Model b:
Computed, not measured: 2 unconnected molecules or ions with the total composition C5H14, with ωB97M-V/def2-TZVPD.

```
19
C5H14 ωB97M-V/def2-TZVPD
C -0.514 -2.627 0.707
C -1.242 -1.911 -0.490
C -0.236 -1.284 -1.451
H -0.032 -3.489 0.213
H -1.264 -2.837 1.472
H 0.277 -2.239 1.224
H -2.014 -2.445 -1.110
H -1.729 -1.060 -0.031
H 0.511 -0.749 -0.831
H 0.399 -2.103 -1.882
H -0.601 -0.677 -2.253
C 1.464 2.464 0.326
C 0.111 2.916 0.704
H 1.996 2.280 1.227
H 1.579 1.519 -0.056
H 2.031 3.156 -0.251
H 0.326 3.508 1.609
H -0.667 2.056 0.941
H -0.396 3.523 -0.069
```

Computed properties:
E_HOMO in eV: -11.0
SMILES: CCC.CC



Model c:
Computed, not measured: 2 unconnected molecules or ions with the total composition C5H14, with ωB97M-V/def2-TZVPD.

```
19
C5H14 ωB97M-V/def2-TZVPD
C 1.686 -0.592 -1.537
C 1.382 0.628 -0.632
C 0.144 1.347 -1.225
H 1.774 -0.184 -2.534
H 2.598 -1.034 -1.093
H 1.037 -1.452 -1.399
H 1.065 0.435 0.380
H 2.155 1.398 -0.666
H 0.010 1.696 -2.251
H -0.760 0.754 -1.031
H 0.009 2.252 -0.619
C -1.709 -1.368 1.407
C -1.308 0.041 1.884
H -1.032 -1.649 0.600
H -1.528 -2.037 2.251
H -2.720 -1.516 1.042
H -0.284 0.189 1.574
H -1.409 0.170 2.959
H -1.903 0.823 1.406
```

Computed properties:
E_HOMO in eV: -11.0
SMILES: CCC.CC



Verdict on stability: model a comes out on top.



Model a:
Computed, not measured: 2 unconnected molecules or ions with the total composition C5H14, with ωB97M-V/def2-TZVPD.

```
19
C5H14 ωB97M-V/def2-TZVPD
C 0.576 -1.138 2.655
C -0.185 -0.071 1.871
C 0.755 0.964 1.244
H 1.379 -1.526 2.041
H 1.078 -0.725 3.539
H -0.041 -1.970 2.995
H -0.662 -0.605 1.042
H -0.927 0.421 2.499
H 1.566 0.465 0.724
H 1.210 1.588 2.014
H 0.133 1.636 0.652
C 0.059 -0.087 -2.967
C -1.249 0.354 -2.317
H 0.559 0.753 -3.445
H -0.180 -0.780 -3.778
H 0.737 -0.596 -2.293
H -1.121 0.677 -1.283
H -1.726 1.113 -2.936
H -1.962 -0.474 -2.256
```

Computed properties:
E_HOMO in eV: -11.5
SMILES: CCC.CC



Model b:
Computed, not measured: 2 unconnected molecules or ions with the total composition C5H14, with ωB97M-V/def2-TZVPD.

```
19
C5H14 ωB97M-V/def2-TZVPD
C -1.266 1.658 1.335
C -0.024 1.665 0.406
C 1.225 2.131 1.184
H -1.594 0.657 1.627
H -2.118 2.152 0.866
H -1.073 2.130 2.303
H 0.140 0.634 0.085
H -0.288 2.245 -0.474
H 1.101 3.167 1.493
H 1.295 1.483 2.057
H 2.101 1.974 0.558
C -0.355 -2.927 -0.856
C 0.400 -2.337 -2.048
H -1.041 -3.713 -1.166
H 0.345 -3.355 -0.136
H -0.930 -2.172 -0.331
H -0.191 -2.365 -2.957
H 1.349 -2.830 -2.238
H 0.640 -1.290 -1.876
```

Computed properties:
E_HOMO in eV: -11.4
SMILES: CCC.CC



Model c:
Computed, not measured: 2 unconnected molecules or ions with the total composition C5H14, with ωB97M-V/def2-TZVPD.

```
19
C5H14 ωB97M-V/def2-TZVPD
C 1.002 2.366 -1.312
C 1.100 0.815 -1.152
C 2.217 0.154 -0.290
H 0.041 2.739 -1.792
H 0.945 2.768 -0.283
H 1.744 2.974 -1.830
H 1.253 0.467 -2.180
H 0.106 0.508 -0.825
H 3.155 0.243 -0.697
H 1.971 -0.939 -0.132
H 2.208 0.372 0.808
C -1.831 -1.635 0.419
C -1.991 -1.509 1.969
H -1.111 -2.340 0.134
H -2.925 -1.867 0.086
H -1.513 -0.669 -0.038
H -2.805 -0.711 2.094
H -1.017 -1.413 2.526
H -2.549 -2.323 2.494
```

Computed properties:
E_HOMO in eV: -11.1
SMILES: CCC.CC



Model d:
Computed, not measured: 2 unconnected molecules or ions with the total composition C5H14, with ωB97M-V/def2-TZVPD.

```
19
C5H14 ωB97M-V/def2-TZVPD
C 0.737 2.559 -0.410
C -0.618 2.390 0.268
C -1.493 1.226 -0.284
H 0.759 3.285 -1.232
H 1.160 1.656 -0.852
H 1.451 3.004 0.290
H -0.460 2.301 1.342
H -1.205 3.300 0.133
H -0.909 0.725 -1.028
H -1.666 0.556 0.540
H -2.312 1.601 -0.885
C 1.277 -3.022 0.571
C -0.088 -2.549 -0.027
H 1.098 -3.387 1.581
H 1.491 -3.949 0.036
H 2.046 -2.269 0.474
H 0.024 -1.781 -0.787
H -0.710 -2.276 0.823
H -0.583 -3.369 -0.552
```

Computed properties:
E_HOMO in eV: -11.2
SMILES: CCC.CC



Verdict on stability: model a comes out on top.



Model a:
Computed, not measured: 2 unconnected molecules or ions with the total composition C5H14, with ωB97M-V/def2-TZVPD.

```
19
C5H14 ωB97M-V/def2-TZVPD
C 0.486 -1.496 1.720
C 1.137 -2.200 0.520
C 0.427 -2.122 -0.823
H 0.622 -0.359 1.608
H 1.056 -1.850 2.618
H -0.564 -1.552 1.902
H 2.266 -1.646 0.393
H 1.173 -3.281 0.723
H 0.105 -1.155 -0.961
H 1.029 -2.288 -1.712
H -0.390 -2.841 -0.843
C -0.420 2.074 -0.293
C -1.371 3.108 -0.911
H -0.633 1.183 -0.896
H 0.537 2.177 -0.663
H -0.598 2.007 0.837
H -0.824 3.510 -1.770
H -1.776 3.891 -0.064
H -2.261 2.840 -1.385
```

Computed properties:
E_HOMO in eV: -10.9
SMILES: CCC.CC



Model b:
Computed, not measured: 2 unconnected molecules or ions with the total composition C5H14, with ωB97M-V/def2-TZVPD.

```
19
C5H14 ωB97M-V/def2-TZVPD
C -1.685 0.320 -1.573
C -1.159 -0.155 -0.232
C -2.274 -0.537 0.748
H -2.555 0.967 -1.459
H -1.912 -0.519 -2.230
H -0.952 0.909 -2.114
H -0.541 -1.031 -0.417
H -0.503 0.579 0.238
H -3.095 0.178 0.642
H -2.695 -1.512 0.492
H -1.939 -0.506 1.782
C 2.339 -0.515 0.185
C 2.652 0.860 0.815
H 1.731 -1.082 0.885
H 1.823 -0.435 -0.767
H 3.249 -1.114 0.103
H 1.813 1.201 1.409
H 3.539 0.793 1.446
H 2.910 1.600 0.058
```

Computed properties:
E_HOMO in eV: -11.4
SMILES: CCC.CC



Model c:
Computed, not measured: 2 unconnected molecules or ions with the total composition C5H14, with ωB97M-V/def2-TZVPD.

```
19
C5H14 ωB97M-V/def2-TZVPD
C -1.412 -1.352 -0.918
C -1.199 -1.367 0.606
C 0.104 -2.089 0.986
H -0.561 -0.829 -1.371
H -1.397 -2.379 -1.276
H -2.327 -0.832 -1.176
H -2.037 -1.883 1.062
H -1.141 -0.331 0.940
H 0.685 -2.333 0.087
H -0.097 -3.018 1.517
H 0.759 -1.426 1.542
C 1.051 2.066 -0.992
C 1.101 2.335 0.529
H 1.616 2.828 -1.513
H 1.407 1.087 -1.298
H 0.049 2.150 -1.398
H 0.135 2.682 0.897
H 1.532 1.483 1.055
H 1.733 3.206 0.720
```

Computed properties:
E_HOMO in eV: -11.5
SMILES: CCC.CC



Verdict on stability: model b comes out on top.



Model a:
Computed, not measured: 2 unconnected molecules or ions with the total composition C5H10N2O, with ωB97M-V/def2-TZVPD.

```
18
C5H10N2O ωB97M-V/def2-TZVPD
C -3.704 0.140 -0.016
C -2.650 -0.906 0.216
C -1.560 -1.004 -0.484
N -0.632 -1.202 -1.240
H -4.663 -0.330 -0.237
H -3.430 0.780 -0.851
H -3.830 0.758 0.875
H -2.821 -1.609 1.017
H 0.276 -0.765 -1.089
C 1.457 1.373 0.183
N 1.778 0.263 -0.305
C 3.083 -0.297 -0.150
O 3.980 0.381 0.680
H 2.127 2.015 0.757
H 0.448 1.724 0.023
H 3.539 -0.320 -1.146
H 2.933 -1.339 0.175
H 3.670 0.336 1.592
```

Computed properties:
E_HOMO in eV: -8.1
SMILES: CC=C=N.C=NCO



Model b:
Computed, not measured: a single C5H10N2O molecule, with ωB97M-V/def2-TZVPD.

```
18
C5H10N2O ωB97M-V/def2-TZVPD
C -2.442 -1.441 -0.510
C -1.555 -0.486 -0.497
N -0.863 0.473 -0.880
C 0.364 0.622 -0.190
C 0.311 1.757 0.821
N 1.436 0.688 -1.107
C 0.560 -0.862 0.817
O 0.946 -1.939 0.014
H -2.261 -2.484 -0.315
H -3.467 -1.261 -0.795
H 1.252 1.833 1.366
H -0.497 1.590 1.529
H 0.127 2.696 0.296
H 1.162 0.947 -2.045
H 2.266 1.164 -0.778
H -0.227 -1.187 1.497
H 1.383 -0.531 1.467
H 1.505 -1.579 -0.689
```

Computed properties:
E_HOMO in eV: -8.3
SMILES: C=C=N[C@](C)(N)CO



Verdict on stability: model a comes out on top.